Entry 1:
Formula: C31H51N6O17Y
Source: OMol25
Level of theory: wB97M-V/def2-TZVPD

Structure (XYZ):
```
106
Properties=species:S:1:pos:R:3:lowdin_charge:R:1
Y -1.4200 14.3980 13.2243 1.757
O -7.1734 13.8562 12.1489 0.226
C -5.9246 13.9097 12.5181 -0.855
O -5.2268 12.9561 12.6759 0.183
O -5.2515 14.9197 12.6503 0.143
H -7.3760 12.9190 12.1975 0.147
C -8.6632 8.3711 10.3702 -0.343
O -9.0624 8.9728 11.3782 -0.029
N -9.0381 7.1283 10.0414 -0.186
C -8.4760 6.4766 8.8703 -0.059
C -10.0396 6.4744 10.8812 -0.029
H -8.0284 8.7891 9.5737 0.127
H -7.8633 5.6406 9.2076 0.085
H -7.8082 7.0972 8.2729 0.083
H -9.1453 5.9574 8.1842 0.091
H -11.0611 6.6610 10.5498 0.098
H -9.7927 5.4167 10.9729 0.091
H -9.9506 6.8478 11.9014 0.084
C -1.4425 18.9608 9.4757 -0.348
O -1.1140 17.9998 10.1814 -0.075
N -0.7149 19.3748 8.4391 -0.179
C 0.5064 18.6116 8.0904 -0.025
C -0.8638 20.7405 7.9127 -0.036
H -2.3170 19.6003 9.6718 0.137
H 1.3882 19.2362 8.2333 0.096
H 0.4088 18.2019 7.0851 0.091
H 0.6276 17.6968 8.6704 0.074
H -0.8033 20.6421 6.8288 0.092
H -1.7894 21.2566 8.1679 0.090
H -0.0618 21.3762 8.2878 0.092
C -6.1878 20.7147 16.9884 -0.274
O -6.2846 20.5608 18.2360 0.005
N -6.7212 19.8569 16.0792 -0.187
C -6.6954 20.2274 14.6676 -0.040
C -7.5575 18.7352 16.4870 -0.006
H -5.6989 21.6295 16.6190 0.139
H -6.2492 19.3573 14.1860 0.087
H -6.1728 21.1704 14.5065 0.094
H -7.6599 20.2669 14.1614 0.097
H -7.5672 18.6389 17.5726 0.099
H -8.4899 19.1902 16.1528 0.103
H -7.4569 17.8835 15.8142 0.093
C -1.8207 12.6832 7.6336 -0.303
O -1.8722 12.7814 8.8806 -0.091
N -2.3366 11.6261 6.9408 -0.196
C -2.2413 11.5236 5.5196 -0.064
C -2.9616 10.4539 7.6091 -0.020
H -1.2625 13.4814 7.1202 0.137
H -1.3501 10.9547 5.2547 0.098
H -2.2819 12.5043 5.0455 0.097
H -3.1300 10.9846 5.1913 0.091
H -3.1626 10.4735 8.6802 0.085
H -3.9025 10.2043 7.1187 0.084
H -2.2910 9.6500 7.3053 0.093
C -0.3997 8.6318 13.2569 -0.376
O -0.8845 9.7285 13.2498 -0.037
N -1.2918 7.6908 13.3953 -0.177
C -0.7772 6.3533 13.6974 -0.059
C -2.7168 7.7512 13.7122 -0.028
H 0.6459 8.3154 13.1193 0.148
H -1.2691 5.5802 13.1071 0.091
H -1.0378 6.1046 14.7262 0.090
H 0.2898 6.2076 13.5292 0.089
H -3.0123 7.1338 14.5604 0.090
H -2.9997 8.7550 14.0293 0.083
H -3.3151 7.3882 12.8766 0.098
C -12.3423 16.0976 13.5894 -0.381
O -12.5756 17.2369 13.8593 0.047
N -13.1544 15.1533 13.9898 -0.152
C -12.8401 13.7607 13.6728 -0.047
C -14.3730 15.3411 14.7952 -0.010
H -11.4069 15.8532 13.0626 0.140
H -13.6424 13.1562 13.2499 0.095
H -12.5262 13.2154 14.5629 0.090
H -11.9732 13.7075 13.0143 0.080
H -15.2789 15.0104 14.2872 0.096
H -14.3252 14.8197 15.7512 0.096
H -14.5201 16.4068 14.9704 0.089
C -8.4297 15.8137 7.2534 0.080
C -8.5638 14.4948 7.0099 -0.219
C -7.8464 13.8186 5.8883 -0.311
O -7.9009 12.6174 5.6291 0.107
C -7.1428 14.7885 5.0184 0.088
C -6.9568 16.1118 5.3233 -0.218
C -7.5007 16.7311 6.5361 -0.322
O -7.2438 17.8299 6.9792 0.131
O -6.2558 16.9060 4.4686 0.103
O -9.5560 13.7818 7.6418 0.075
H -9.1226 16.1454 8.0126 0.134
H -6.7221 14.4560 4.0809 0.132
H -6.3082 17.7922 4.8340 0.108
H -9.8958 13.0862 7.0742 0.113
C -7.8585 10.0350 19.8001 0.108
C -7.9519 10.7146 18.6304 -0.270
C -8.6592 12.0141 18.5959 -0.343
O -8.6884 12.7258 17.6220 0.112
C -9.2937 12.3878 19.8427 0.063
C -9.1483 11.7040 20.9742 -0.189
C -8.5126 10.4249 21.0953 -0.366
O -8.4001 9.8577 22.1085 0.207
O -9.6961 12.3246 22.1070 0.077
O -7.5365 10.3002 17.4554 0.116
H -7.2673 9.1325 19.7506 0.130
H -9.8265 13.3265 19.8802 0.137
H -9.6371 13.2826 22.0853 0.111
H -7.5028 11.0305 16.8332 0.109
```

Properties
F_max: 6.22 eV/A
Energy relative to the best compared isomer or geometry (same formula, charge and spin): 451.3 kcal/mol
Gap between HOMO and LUMO: 1.52 eV
Multiplicity: 1
Total charge: +2

---

Entry 2:
Formula: C31H52BrMnN3OP2
Source: OMol25
Level of theory: wB97M-V/def2-TZVPD

Structure (XYZ):
```
91
Properties=species:S:1:pos:R:3:mulliken_spin:R:1
N -7.1436 5.6336 -6.8338 0.006
C -6.8829 6.2505 -5.6792 -0.003
C -6.1712 5.6258 -4.6475 0.007
C -5.6280 4.3451 -4.8828 -0.007
C -5.9127 3.7166 -6.1114 0.006
C -6.6956 4.3966 -7.0489 -0.003
C -4.7367 3.7129 -3.9266 0.033
Mn -0.3262 0.0019 0.0464 4.365
P 6.1767 -0.8831 -1.1314 0.661
C -3.7573 2.8390 -4.2945 -0.020
C -2.8215 2.2649 -3.3583 0.038
C -1.6300 1.6282 -3.7869 -0.037
C -0.7367 1.0823 -2.8532 0.066
C -1.0735 1.1400 -1.5009 -0.426
C -2.2044 1.8087 -1.0481 0.036
C -3.0870 2.3619 -1.9759 -0.035
Br 1.9709 -0.4521 0.5607 0.110
H -4.8600 4.0331 -2.8893 0.002
H -3.6016 2.6063 -5.3512 -0.001
H -6.0155 6.1450 -3.7032 0.000
H -5.5218 2.7270 -6.3360 0.001
H -7.2447 7.2768 -5.5557 0.000
H -6.9530 3.9181 -7.9951 0.000
H -1.4272 1.5867 -4.8607 -0.002
H -3.9964 2.8517 -1.6338 -0.005
H 0.2090 0.6363 -3.1726 -0.012
H -2.4269 1.9073 0.0150 -0.021
P -0.6048 -2.1570 -1.0643 -0.094
C 5.5692 0.8469 -0.8813 0.068
C 6.6562 1.8215 -1.3469 0.006
H 5.3439 0.9777 0.1875 0.000
H 4.6397 0.9768 -1.4539 0.036
H 6.4751 2.8146 -0.9275 0.001
H 7.6535 1.4912 -1.0293 -0.003
H 6.6571 1.9168 -2.4380 0.000
C 5.2679 -1.3249 -2.6799 0.050
C 5.9851 -2.4988 -3.3457 0.014
H 5.2512 -0.4404 -3.3314 -0.009
H 4.2330 -1.5842 -2.4155 0.038
H 5.7226 -2.5487 -4.4047 0.001
H 7.0738 -2.3934 -3.2695 -0.005
H 5.7015 -3.4522 -2.8878 -0.001
C 5.1046 -1.8072 0.0440 0.084
C 5.7680 -2.0667 1.3928 0.012
H 4.7916 -2.7462 -0.4411 -0.008
H 4.2062 -1.1800 0.1835 0.042
H 5.1598 -2.7881 1.9504 0.001
H 6.7812 -2.4735 1.2824 -0.002
H 5.8186 -1.1506 1.9943 -0.001
C -0.4411 -3.5783 0.0877 -0.003
C -1.6158 -4.5484 0.1742 -0.002
H -0.2098 -3.1665 1.0812 -0.006
H 0.4624 -4.1234 -0.2238 -0.003
H -2.5214 -4.0696 0.5645 0.000
H -1.8557 -4.9999 -0.7962 0.000
H -1.3485 -5.3683 0.8517 -0.001
C 0.6244 -2.4975 -2.3728 0.007
C 0.1113 -2.4958 -3.8101 0.000
H 1.0449 -3.4865 -2.1333 -0.001
H 1.4333 -1.7651 -2.2242 0.000
H -0.4777 -3.3979 -4.0209 0.000
H -0.5041 -1.6177 -4.0410 -0.001
H 0.9692 -2.5038 -4.4945 0.000
C -2.2945 -2.1636 -1.7471 -0.028
C -3.3491 -1.6423 -0.7664 0.029
H -2.5209 -3.2015 -2.0382 -0.004
H -2.2942 -1.5418 -2.6583 -0.003
H -4.1137 -1.0934 -1.3315 0.003
H -3.8645 -2.4578 -0.2454 0.000
H -2.9616 -0.9532 0.0031 0.004
C -1.0486 3.4564 2.7982 0.003
N -1.2152 2.2421 3.5692 0.004
C -1.4948 2.4346 4.9767 0.000
C -1.8678 1.1440 5.6611 0.000
C -1.1179 -0.0236 5.0828 0.001
N -1.3830 -0.0780 3.6614 0.003
C -1.3116 -1.3718 3.0141 -0.009
C -1.2175 1.0552 2.9300 0.024
O -1.0484 1.0198 1.6666 -0.025
H -1.9733 4.0515 2.8157 0.000
H -0.8038 3.1966 1.7695 -0.001
H -0.2465 4.0585 3.2456 0.000
H -0.6017 2.8734 5.4480 0.000
H -2.2900 3.1868 5.0558 0.000
H -2.9413 0.9658 5.5561 0.000
H -1.6500 1.2454 6.7246 0.000
H -1.4301 -0.9772 5.5092 0.000
H -0.0410 0.0967 5.2663 0.001
H -0.3096 -1.8152 3.1384 -0.005
H -2.0724 -2.0379 3.4420 0.001
H -1.5305 -1.2574 1.9456 0.020
```

Properties
F_max: 4.52 eV/A
Energy relative to the best compared isomer or geometry (same formula, charge and spin): 0.0 kcal/mol
Gap between HOMO and LUMO (spin up / spin down): 5.21 / 3.09 eV
Multiplicity: 6
Total charge: +2

---

Among the records above, which one has the highest F_max? C31H51N6O17Y

---

Look up the energy relative to the best compared isomer or geometry (same formula, charge and spin) of the second one. 0.0 kcal/mol

---

Which formula does entry 1 have? C31H51N6O17Y

---

The lowest multiplicity belongs to which entry? C31H51N6O17Y